This record from OMol25 describes C39H35F5N6O6PS2SeV as an isolated structure. The level of theory is ωB97M-V/def2-TZVPD.

Each line ends with the Löwdin charge.
CARTESIAN COORDINATES (ANGSTROEM)
1 V 0.274 -0.433 0.103  0.61
2 N -0.312 -3.817 7.206  0.10
3 C 0.275 -3.311 6.063  -0.32
4 C 1.217 -2.280 6.147  -0.03
5 C 1.833 -1.803 5.008  -0.07
6 C 1.514 -2.339 3.766  -0.30
7 C 0.597 -3.378 3.675  -0.06
8 C -0.021 -3.859 4.812  -0.02
9 S 2.371 -1.795 2.336  0.64
10 O 2.257 -2.829 1.340  -0.31
11 O 3.654 -1.323 2.765  -0.28
12 N 1.566 -0.516 1.658  -0.17
13 C 0.924 0.445 2.375  -0.45
14 N 0.056 1.069 1.550  0.01
15 C -0.734 2.013 2.034  -0.07
16 C -0.631 2.380 3.365  -0.03
17 C 0.304 1.692 4.132  -0.09
18 N 1.086 0.726 3.663  0.17
19 H -0.285 -3.241 8.029  0.09
20 H -1.164 -4.339 7.093  0.09
21 H 1.469 -1.862 7.114  0.11
22 H 2.568 -1.014 5.073  0.11
23 H 0.374 -3.807 2.710  0.10
24 H -0.734 -4.671 4.736  0.11
25 H -1.425 2.461 1.328  0.10
26 H -1.250 3.157 3.786  0.10
27 H 0.427 1.931 5.183  0.11
28 O -0.738 -1.990 1.326  -0.35
29 S -2.079 -1.687 0.779  0.53
30 O -3.159 -1.549 1.699  -0.25
31 O -1.814 -0.490 -0.087  -0.42
32 C -2.413 -3.005 -0.346  -0.26
33 C -3.464 -3.862 -0.065  -0.04
34 C -3.725 -4.922 -0.924  -0.06
35 C -2.935 -5.109 -2.045  -0.05
36 C -1.884 -4.241 -2.315  -0.06
37 C -1.603 -3.174 -1.470  -0.31
38 P -0.237 -2.014 -1.906  1.11
39 C 0.996 -3.164 -2.586  -0.36
40 C 1.610 -4.004 -1.655  -0.09
41 C 2.613 -4.869 -2.052  -0.06
42 C 3.025 -4.897 -3.379  -0.08
43 C 2.423 -4.061 -4.306  -0.08
44 C 1.411 -3.194 -3.912  -0.08
45 C -0.977 -1.101 -3.296  -0.33
46 C -2.359 -1.009 -3.432  -0.07
47 C -2.916 -0.225 -4.433  -0.07
48 C -2.100 0.469 -5.311  -0.08
49 C -0.721 0.391 -5.176  -0.07
50 C -0.164 -0.376 -4.167  -0.12
51 H -4.067 -3.687 0.815  0.11
52 H -4.544 -5.597 -0.715  0.11
53 H -3.135 -5.931 -2.719  0.11
54 H -1.274 -4.398 -3.196  0.12
55 H 1.335 -3.954 -0.608  0.10
56 H 3.091 -5.501 -1.316  0.11
57 H 3.823 -5.560 -3.684  0.11
58 H 2.739 -4.075 -5.341  0.11
59 H 0.942 -2.562 -4.655  0.10
60 H -3.014 -1.531 -2.747  0.11
61 H -3.993 -0.158 -4.519  0.11
62 H -2.536 1.075 -6.094  0.10
63 H -0.074 0.944 -5.845  0.11
64 H 0.911 -0.398 -4.056  0.08
65 F 5.472 -0.991 -4.880  0.13
66 C 4.533 -0.490 -4.081  -0.14
67 C 4.137 -1.182 -2.950  -0.14
68 F 4.697 -2.352 -2.659  0.13
69 C 3.151 -0.651 -2.135  -0.25
70 F 2.781 -1.369 -1.075  0.06
71 C 2.532 0.558 -2.400  -0.47
72 Se 1.144 1.333 -1.345  0.87
73 C 2.953 1.227 -3.546  -0.27
74 F 2.391 2.391 -3.894  0.07
75 C 3.937 0.725 -4.379  -0.14
76 F 4.307 1.396 -5.470  0.12
77 C -1.271 3.761 -3.061  -0.06
78 N -2.559 3.946 -2.394  -0.11
79 C -3.255 5.171 -2.744  -0.07
80 C -2.719 3.185 -1.252  -0.47
81 O -1.843 2.375 -0.952  -0.04
82 N -3.858 3.265 -0.476  -0.12
83 C -4.071 2.196 0.489  -0.05
84 C -4.966 4.194 -0.582  -0.07
85 H -1.368 4.105 -4.091  0.08
86 H -0.992 2.713 -3.057  0.05
87 H -0.468 4.323 -2.574  0.10
88 H -2.879 5.494 -3.712  0.08
89 H -3.070 5.988 -2.039  0.09
90 H -4.327 5.028 -2.853  0.07
91 H -3.244 1.495 0.448  0.05
92 H -4.997 1.661 0.259  0.10
93 H -4.160 2.603 1.501  0.09
94 H -4.642 5.223 -0.693  0.07
95 H -5.526 4.139 0.351  0.09
96 H -5.658 3.944 -1.393  0.09

E: -7269.73372 Eh
Spin multiplicity: 3
⟨S²⟩: 2.021
Energy above the lowest of the compared OMol25 structures with the same formula, charge and spin: 0.0 kJ/mol
E_HOMO (alpha / beta): -0.27979 / -0.28527 Eh
E_LUMO (alpha / beta): -0.25 / 0.14 eV
Kohn-Sham gap (alpha / beta): 7.363 / 7.903 eV

---

This record from OMol25 describes C13H34BF4N4O5Rb as an isolated structure at a distorted geometry. The level of theory is ωB97M-V/def2-TZVPD.

Each line ends with the Löwdin charge.
CARTESIAN COORDINATES (ANGSTROEM)
1 Rb 24.932 -0.734 8.851  1.01
2 B 27.592 0.591 10.375  -1.39
3 F 26.625 0.401 11.461  0.03
4 F 28.608 1.344 10.872  0.15
5 F 28.096 -0.589 9.804  0.09
6 F 27.010 1.334 9.424  0.12
7 C 20.396 1.627 16.247  -0.08
8 O 21.029 0.934 15.133  -0.25
9 C 20.908 1.622 13.828  -0.16
10 C 21.709 3.003 13.710  -0.19
11 N 23.152 2.851 13.537  -0.06
12 C 23.907 2.071 14.538  -0.21
13 C 23.994 0.580 14.201  -0.21
14 O 24.895 -0.075 15.098  -0.17
15 C 24.405 -0.209 16.488  -0.07
16 H 20.104 0.985 17.079  0.08
17 H 19.499 2.095 15.840  0.08
18 H 21.209 2.261 16.598  0.08
19 H 19.860 1.870 13.658  0.10
20 H 21.162 0.847 13.104  0.11
21 H 21.534 3.627 14.587  0.11
22 H 21.249 3.568 12.900  0.11
23 H 23.206 2.340 12.667  0.09
24 H 23.641 2.256 15.579  0.10
25 H 24.898 2.525 14.570  0.12
26 H 24.599 0.730 13.306  0.11
27 H 23.053 0.070 13.997  0.11
28 H 24.362 0.739 17.024  0.07
29 H 25.086 -0.868 17.026  0.08
30 H 23.403 -0.624 16.595  0.08
31 C 28.539 4.381 9.442  -0.11
32 O 27.220 4.946 9.291  -0.19
33 C 27.152 5.921 8.208  -0.21
34 C 25.985 6.897 8.449  -0.15
35 N 24.908 6.745 7.378  -0.07
36 C 24.808 7.849 6.356  -0.18
37 C 25.815 7.635 5.211  -0.23
38 O 27.052 8.294 5.534  -0.18
39 C 28.087 7.718 4.825  -0.14
40 H 28.639 3.874 10.402  0.07
41 H 29.409 5.028 9.549  0.09
42 H 28.675 3.599 8.695  0.09
43 H 27.048 5.348 7.287  0.11
44 H 28.088 6.456 8.045  0.11
45 H 26.340 7.922 8.552  0.11
46 H 25.478 6.601 9.368  0.11
47 H 24.204 6.051 7.586  0.10
48 H 24.645 8.874 6.689  0.11
49 H 23.864 7.677 5.839  0.10
50 H 25.349 7.910 4.265  0.11
51 H 25.872 6.549 5.144  0.11
52 H 27.759 7.453 3.820  0.09
53 H 28.290 6.791 5.362  0.08
54 H 28.980 8.341 4.879  0.09
55 C 31.756 1.129 9.278  -0.81
56 O 32.859 1.463 8.959  0.03
57 N 31.269 1.558 10.426  0.17
58 N 31.026 0.225 8.712  0.18
59 H 31.897 2.073 11.025  0.12
60 H 30.321 1.293 10.655  0.06
61 H 31.533 -0.498 8.222  0.12
62 H 30.064 0.152 9.010  0.09

E: -1559.42916 Eh
E_HOMO: -0.30033 Eh
E_LUMO: -1.45 eV
Kohn-Sham gap: 6.726 eV

---

This record from OMol25 describes C4H5PS as an isolated structure at a distorted geometry. The level of theory is ωB97M-V/def2-TZVPD.

Each line ends with the Löwdin charge.
CARTESIAN COORDINATES (ANGSTROEM)
1 C 2.093 -1.380 -0.603  -0.51
2 C 0.693 0.917 0.068  -0.79
3 C 1.432 -0.771 0.480  -0.60
4 C -0.771 0.845 0.086  -0.14
5 P 3.227 -0.530 0.245  0.85
6 S 1.887 1.913 -0.195  0.70
7 H 1.844 -2.051 -1.486  0.08
8 H 0.888 -1.469 1.289  0.12
9 H -0.977 -0.205 0.411  0.07
10 H -1.092 1.305 -0.846  0.08
11 H -1.110 1.354 1.085  0.13

E: -894.79347 Eh
Energy above the lowest of the compared OMol25 structures with the same formula, charge and spin: 263.4 kJ/mol
E_HOMO: -0.30357 Eh
E_LUMO: -0.08 eV
Kohn-Sham gap: 8.182 eV

---

This record from OMol25 describes C2HFNO4 as an isolated structure at a distorted geometry. The level of theory is ωB97M-V/def2-TZVPD.

Each line ends with the Löwdin charge.
CARTESIAN COORDINATES (ANGSTROEM)
1 C -2.032 0.025 0.430  -0.68
2 C 1.222 -0.549 -0.153  -0.07
3 N 1.293 0.607 -0.480  -0.19
4 O -2.316 1.173 0.515  0.06
5 O -2.270 -0.973 -0.153  0.05
6 O 2.283 -0.448 -1.143  -0.08
7 O 1.207 1.720 -0.776  0.11
8 F -0.551 -0.359 1.167  -0.29
9 H 1.163 -1.197 0.593  0.09

E: -532.26196 Eh
Energy above the lowest of the compared OMol25 structures with the same formula, charge and spin: 231.9 kJ/mol
E_HOMO: -0.18495 Eh
E_LUMO: 3.95 eV
Net charge: -1
Kohn-Sham gap: 8.981 eV

---

This record from OMol25 describes a 2-piece molecular cluster, C3H10N2O overall at a distorted geometry. The level of theory is ωB97M-V/def2-TZVPD.

Each line ends with the Löwdin charge.
CARTESIAN COORDINATES (ANGSTROEM)
1 O 1.639 -0.941 -1.333  0.04
2 C 2.155 -0.107 -0.643  -0.35
3 C 2.380 -0.128 0.828  -0.06
4 H 2.364 0.883 -1.106  0.12
5 H 2.159 0.845 1.268  0.07
6 H 1.762 -0.897 1.301  0.08
7 H 3.408 -0.376 1.106  0.08
8 N -2.944 -0.306 -0.735  -0.02
9 C -1.473 -0.189 -0.531  -0.36
10 N -1.244 0.849 0.499  -0.01
11 H -3.253 0.652 -0.618  0.05
12 H -3.338 -0.844 0.031  0.05
13 H -1.071 0.111 -1.503  0.10
14 H -1.021 -1.158 -0.309  0.10
15 H -0.340 1.310 0.397  0.04
16 H -1.183 0.295 1.349  0.06

E: -305.01883 Eh
Energy above the lowest of the compared OMol25 structures with the same formula, charge and spin: 146.6 kJ/mol
SMILES: CC=O.NCN
E_HOMO: -0.33871 Eh
E_LUMO: 0.81 eV
Kohn-Sham gap: 10.030 eV

---

This record from OMol25 describes a 2-piece molecular cluster, CH6N6 overall at a distorted geometry. The level of theory is ωB97M-V/def2-TZVPD.

Each line ends with the Löwdin charge.
CARTESIAN COORDINATES (ANGSTROEM)
1 C 2.626 -1.116 -0.069  0.00
2 N 3.174 0.028 0.054  0.16
3 N 4.210 0.608 0.271  0.00
4 N 4.968 1.383 0.420  0.46
5 N -0.677 1.631 0.063  -0.03
6 N 1.402 -1.337 -0.425  0.25
7 N 0.342 -1.934 -0.489  0.41
8 H 3.354 -1.981 0.083  0.24
9 H 0.253 1.820 -0.368  0.01
10 H -1.527 2.121 -0.219  0.03
11 H -0.068 -2.396 -1.269  0.21
12 H -0.573 1.806 1.088  0.03
13 H -0.254 -2.031 0.360  0.23

E: -369.27864 Eh
Energy above the lowest of the compared OMol25 structures with the same formula, charge and spin: 221.6 kJ/mol
E_HOMO: -0.61012 Eh
E_LUMO: -13.34 eV
Net charge: +2
Kohn-Sham gap: 3.261 eV